A structure of composition C24H34N5RbSb. Source: the Open Molecules 2025 dataset; level of theory: wB97M-V/def2-TZVPD.

Computed properties:
M (g mol⁻¹): 599.80
LUMO energy (eV): -2.049
ΔE to the lowest compared entry with this formula, charge and spin (kcal/mol): 0.0

```
! wB97M-V def2-TZVPD RIJCOSX def2/J DEFGRID3
* xyz 1 1
Rb 0.013 -0.556 0.025
C -0.358 -0.282 -3.471
C 0.390 0.978 -3.129
C 0.330 2.088 -3.966
C 1.048 3.221 -3.629
C 1.813 3.211 -2.471
C 1.823 2.063 -1.686
N 1.125 0.972 -2.011
Sb 3.174 2.124 0.028
C 1.837 2.056 1.753
C 1.854 3.187 2.562
C 1.088 3.192 3.719
C 0.339 2.070 4.029
C 0.374 0.977 3.170
C -0.411 -0.270 3.475
N 1.112 0.976 2.054
C 3.826 0.063 0.015
C 5.205 -0.125 0.009
C 5.702 -1.418 -0.006
C 4.808 -2.473 -0.015
C 3.444 -2.205 -0.008
C 2.432 -3.319 -0.023
N 2.965 -0.956 0.007
H -1.200 -0.069 -4.129
H -0.737 -0.778 -2.576
H 0.303 -0.982 -3.986
H -0.273 2.059 -4.864
H 1.018 4.099 -4.262
H 2.397 4.076 -2.185
H 2.460 4.042 2.294
H 1.080 4.057 4.369
H -0.268 2.039 4.924
H -1.199 -0.066 4.198
H 0.242 -1.034 3.902
H -0.866 -0.686 2.575
H 5.871 0.728 0.015
H 6.769 -1.598 -0.011
H 5.160 -3.495 -0.028
H 2.913 -4.294 -0.032
H 1.800 -3.242 -0.910
H 1.794 -3.261 0.862
C -2.825 -2.858 1.339
N -2.548 -2.256 0.038
C -2.326 -3.318 -0.940
C -3.663 -1.407 -0.395
C -3.710 -0.063 0.318
N -2.630 0.840 -0.084
C -2.458 1.898 0.907
C -2.910 1.449 -1.380
H -3.713 -3.507 1.310
H -2.993 -2.094 2.096
H -1.973 -3.463 1.654
H -3.211 -3.959 -1.066
H -1.496 -3.950 -0.619
H -2.078 -2.885 -1.911
H -4.626 -1.919 -0.244
H -3.554 -1.242 -1.469
H -3.632 -0.224 1.395
H -4.691 0.404 0.139
H -3.364 2.511 1.021
H -1.642 2.557 0.601
H -2.209 1.474 1.881
H -3.824 2.062 -1.354
H -3.041 0.687 -2.148
H -2.077 2.089 -1.676
*
```

=====

A cluster of 2 separate species, C24H34O7 in total at a distorted geometry. Source: the Open Molecules 2025 dataset; level of theory: wB97M-V/def2-TZVPD.

Computed properties:
M (g mol⁻¹): 434.53
LUMO energy (eV): 0.322
ΔE to the lowest compared entry with this formula, charge and spin (kcal/mol): 496.9

```
! wB97M-V def2-TZVPD RIJCOSX def2/J DEFGRID3
* xyz 0 1
C 1.377 3.393 -3.388
C 1.554 3.660 -1.987
H 2.260 4.574 -1.790
H 0.477 3.910 -1.602
O 1.881 2.305 -1.479
C 1.867 2.443 0.047
O 1.552 3.376 0.815
C 2.425 1.263 0.496
C 3.868 1.548 0.815
O 4.845 1.091 0.180
C 4.079 2.519 2.176
H 3.348 3.261 2.073
H 5.191 2.476 2.112
H 3.929 1.775 3.051
H 1.919 1.110 1.446
C 2.148 -0.024 -0.146
C 0.777 -0.461 -0.267
C 0.033 -0.885 0.853
C -1.182 -0.993 0.657
C -2.040 -0.782 -0.317
C -1.386 -0.295 -1.625
C -0.104 0.060 -1.319
H 0.514 0.483 -2.282
H -1.969 -0.038 -2.256
O -3.340 -0.900 -0.865
C -4.057 -1.454 0.456
C -4.432 -0.519 1.437
H -4.999 -0.569 2.234
H -3.580 0.001 1.958
C -5.150 0.794 0.846
C -6.635 0.599 0.453
H -7.183 1.306 -0.087
H -7.128 0.293 1.455
H -6.755 -0.493 -0.186
C -5.130 2.008 1.664
H -5.576 3.112 1.234
H -5.526 1.888 2.457
H -4.062 2.384 2.085
H -4.708 1.091 -0.162
H -3.793 -2.191 1.092
H -4.981 -1.913 0.162
H -1.899 -1.452 1.831
H 0.508 -1.089 1.713
H 2.497 0.116 -1.257
C 2.980 -1.139 0.106
C 3.521 -1.396 1.661
O 2.772 -0.930 2.573
C 4.705 -2.310 2.023
H 5.483 -1.630 1.422
H 4.298 -3.093 1.619
H 4.740 -2.184 3.012
C 2.529 -2.469 -0.400
O 2.660 -3.484 0.169
O 2.162 -2.463 -1.506
C 1.634 -3.600 -2.109
C 0.117 -3.646 -1.584
H 0.009 -4.001 -0.794
H -0.423 -4.586 -2.272
H -0.489 -2.760 -1.987
H 1.730 -3.343 -3.004
H 2.184 -4.481 -2.058
H 4.110 -1.107 -0.220
H 0.653 2.612 -3.738
H 2.148 3.048 -3.737
H 1.043 4.183 -3.958
*
```

=====

A structure of composition C24H35BN8RhTe. Source: the Open Molecules 2025 dataset; level of theory: wB97M-V/def2-TZVPD.

Computed properties:
Expectation value of S²: 6.011
M (g mol⁻¹): 676.92
LUMO energy (spin up / spin down) (eV): -1.864 / -4.948
ΔE to the lowest compared entry with this formula, charge and spin (kcal/mol): 0.0

```
! wB97M-V def2-TZVPD RIJCOSX def2/J DEFGRID3
* xyz 1 5
Rh -0.463 -0.437 0.489
C -3.923 -3.032 1.268
C -2.663 -2.854 0.695
N -2.086 -1.761 1.183
N -2.946 -1.211 2.061
C -4.059 -1.959 2.129
B -2.603 0.084 2.838
N -1.225 -0.077 3.490
C -0.914 -0.127 4.795
C 0.450 -0.305 4.913
C 0.904 -0.355 3.594
N -0.110 -0.218 2.747
N -2.573 1.292 1.870
C -3.371 2.367 1.838
C -2.954 3.198 0.812
C -1.864 2.535 0.253
N -1.644 1.390 0.898
H -4.620 -3.833 1.102
H -2.146 -3.463 -0.030
H -4.857 -1.685 2.798
H -3.442 0.273 3.665
H -1.682 -0.023 5.542
H 1.027 -0.373 5.818
H 1.911 -0.462 3.221
H -4.172 2.470 2.549
H -3.371 4.147 0.527
H -1.231 2.820 -0.572
C 7.050 1.494 1.662
C 5.816 0.701 1.347
C 5.019 1.014 0.250
C 3.873 0.294 -0.049
C 3.039 0.675 -1.238
C 3.528 -0.780 0.782
Te 1.806 -1.900 0.298
C 4.304 -1.125 1.892
C 3.977 -2.258 2.823
C 5.441 -0.367 2.150
H 7.190 2.307 0.952
H 7.938 0.860 1.630
H 6.991 1.924 2.662
H 5.298 1.846 -0.387
H 3.465 1.536 -1.751
H 2.018 0.939 -0.937
H 2.979 -0.141 -1.964
H 3.083 -2.811 2.532
H 3.811 -1.892 3.838
H 4.802 -2.970 2.862
H 6.051 -0.623 3.010
C 0.098 0.956 -4.506
C -0.624 -0.388 -4.491
N -1.878 -0.383 -3.735
C -3.115 -0.360 -4.524
C -3.456 1.021 -5.062
C -1.871 -0.360 -2.392
C -3.187 -0.288 -1.676
N -0.766 -0.393 -1.689
H 1.030 0.871 -5.064
H 0.334 1.307 -3.502
H -0.513 1.719 -4.985
H 0.024 -1.180 -4.101
H -0.872 -0.687 -5.508
H -3.927 -0.751 -3.918
H -2.983 -1.067 -5.344
H -3.545 1.747 -4.252
H -4.404 0.991 -5.599
H -2.695 1.377 -5.755
H -3.734 -1.226 -1.783
H -3.806 0.514 -2.077
H -3.024 -0.106 -0.619
H 0.060 -0.439 -2.273
*
```

=====

A cluster of 8 separate species, C24H35Cl14NO4S in total at a distorted geometry. Source: the Open Molecules 2025 dataset; level of theory: wB97M-V/def2-TZVPD.

Computed properties:
Structure (SMILES): CCSCc1cccc2c1C(=O)N(CCCCOC(C)=O)C2=O.ClCCl.ClCCl.ClCCl.ClCCl.ClCCl.ClCCl.ClCCl
M (g mol⁻¹): 929.96
LUMO energy (eV): -0.847

```
! wB97M-V def2-TZVPD RIJCOSX def2/J DEFGRID3
* xyz 0 1
C 5.049 0.259 0.739
C 4.210 1.356 -0.095
S 2.543 0.646 -0.596
C 2.027 1.733 -2.019
C 0.635 2.475 -1.781
C 0.580 3.870 -1.058
C -0.750 4.651 -0.803
C -2.077 3.992 -1.339
C -1.978 2.636 -2.064
C -0.671 1.829 -2.293
C -0.964 0.452 -3.036
O -0.116 -0.361 -3.476
N -2.422 0.440 -3.093
C -3.135 -0.840 -2.802
C -4.067 -0.824 -1.500
C -3.279 -0.635 -0.109
C -3.726 0.642 0.748
O -5.147 0.939 0.685
C -5.461 2.096 1.475
C -4.856 3.515 1.003
O -6.199 2.072 2.487
C -3.073 1.706 -2.751
O -4.267 1.961 -3.022
H 4.301 -0.529 1.094
H 5.578 0.816 1.579
H 5.790 -0.261 0.026
H 4.775 1.741 -1.025
H 3.963 2.296 0.534
H 1.928 1.119 -2.978
H 2.808 2.563 -2.208
H 1.543 4.362 -0.661
H -0.786 5.663 -0.273
H -3.086 4.496 -1.204
H -2.445 -1.759 -2.775
H -3.844 -1.025 -3.700
H -4.557 -1.871 -1.448
H -4.960 -0.098 -1.617
H -3.463 -1.558 0.559
H -2.149 -0.588 -0.306
H -3.050 1.526 0.475
H -3.496 0.389 1.856
H -3.807 3.705 1.413
H -5.548 4.381 1.271
H -4.791 3.460 -0.150
C -4.685 -5.133 -1.244
Cl -5.430 -4.378 -2.659
Cl -3.168 -4.329 -0.815
H -5.372 -5.063 -0.402
H -4.480 -6.179 -1.467
C 9.074 1.544 1.071
Cl 8.308 0.491 2.267
Cl 7.919 2.045 -0.171
H 9.459 2.429 1.575
H 9.892 1.004 0.597
C 5.824 0.867 -3.975
Cl 4.559 2.071 -4.238
Cl 5.271 -0.432 -2.910
H 6.108 0.439 -4.935
H 6.686 1.354 -3.520
C 7.742 -3.638 2.263
Cl 8.688 -3.021 0.904
Cl 6.171 -2.835 2.365
H 7.584 -4.707 2.128
H 8.291 -3.459 3.186
C -7.458 -7.202 1.528
Cl -6.866 -6.551 -0.006
Cl -6.210 -7.129 2.777
H -8.318 -6.618 1.851
H -7.751 -8.241 1.381
C 7.359 2.364 5.112
Cl 8.376 3.753 4.705
Cl 7.515 1.936 6.820
H 6.320 2.613 4.903
H 7.665 1.515 4.505
C -7.321 -1.678 2.225
Cl -8.768 -2.634 1.879
Cl -5.945 -2.230 1.264
H -7.522 -0.634 1.988
H -7.077 -1.776 3.282
*
```

=====

A cluster of 10 separate species, C24H35Cl27FN6O in total at a distorted geometry. Source: the Open Molecules 2025 dataset; level of theory: wB97M-V/def2-TZVPD.

Computed properties:
M (g mol⁻¹): 1399.81
LUMO energy (eV): -2.439

```
! wB97M-V def2-TZVPD RIJCOSX def2/J DEFGRID3
* xyz 1 1
C 5.203 -1.945 1.480
C 4.112 -1.108 0.789
C 2.881 -1.988 0.437
C 1.655 -1.677 1.248
F 1.182 -0.409 0.974
C 1.737 -1.892 2.785
N 0.442 -2.585 3.098
C -0.313 -2.387 1.984
N -1.563 -2.021 1.958
C -2.321 -1.764 0.736
C -3.273 -0.532 0.823
N -4.548 -0.948 0.250
N -3.493 -0.011 2.172
N -2.694 0.565 0.067
N 0.515 -2.562 0.919
O 3.739 -0.044 1.649
C 4.363 1.205 1.369
C 3.344 2.286 1.116
C 2.132 2.302 1.826
C 1.186 3.293 1.602
C 1.399 4.284 0.638
C 2.602 4.282 -0.047
C 3.576 3.313 0.202
H 5.968 -2.243 0.767
H 4.800 -2.849 1.932
H 5.679 -1.363 2.265
H 4.522 -0.763 -0.158
H 3.134 -3.032 0.599
H 2.625 -1.839 -0.611
H 1.689 -0.893 3.206
H 2.616 -2.449 3.080
H 0.041 -2.281 3.974
H -2.020 -1.912 2.847
H -1.614 -1.534 -0.055
H -2.891 -2.646 0.457
H -5.193 -1.182 0.996
H -4.976 -0.142 -0.184
H -3.812 -0.704 2.834
H -2.690 0.483 2.540
H -2.933 1.435 0.522
H -3.075 0.595 -0.869
H 0.124 -2.403 0.002
H 4.929 1.490 2.259
H 5.066 1.120 0.541
H 1.932 1.527 2.550
H 0.273 3.267 2.182
H 0.633 5.023 0.467
H 2.789 5.055 -0.776
H 4.526 3.338 -0.316
C -8.475 0.654 0.348
Cl -8.025 -0.908 1.047
Cl -7.122 1.418 -0.508
Cl -9.853 0.472 -0.727
H -8.757 1.308 1.162
C 5.631 -1.459 -3.185
Cl 4.663 -2.646 -2.299
Cl 5.963 -0.041 -2.182
Cl 7.126 -2.176 -3.770
H 5.059 -1.131 -4.042
C -7.110 -3.266 -2.216
Cl -8.302 -3.904 -1.085
Cl -6.762 -1.570 -1.885
Cl -5.628 -4.229 -2.165
H -7.522 -3.339 -3.212
C 8.913 -3.431 2.478
Cl 7.285 -4.077 2.712
Cl 8.982 -2.495 0.985
Cl 9.408 -2.454 3.856
H 9.594 -4.266 2.389
C 10.424 0.342 -1.518
Cl 9.877 1.620 -2.603
Cl 9.564 -1.164 -1.855
Cl 12.165 0.113 -1.638
H 10.193 0.639 -0.504
C -7.847 5.426 -1.884
Cl -8.880 4.164 -1.222
Cl -7.993 6.915 -0.956
Cl -6.158 4.894 -1.951
H -8.172 5.626 -2.896
C 2.612 -6.093 -1.096
Cl 3.378 -5.563 -2.588
Cl 3.808 -6.335 0.176
Cl 1.378 -4.934 -0.576
H 2.116 -7.036 -1.282
C -12.898 4.784 -1.424
Cl -11.878 6.047 -2.113
Cl -14.258 4.430 -2.485
Cl -11.972 3.316 -1.089
H -13.290 5.149 -0.485
C -0.301 3.989 -3.387
Cl 0.668 4.310 -4.823
Cl 0.726 3.853 -1.942
Cl -1.517 5.247 -3.152
H -0.817 3.050 -3.535
*
```

=====

A structure of composition C24H35CsN4O7PSe2. Source: the Open Molecules 2025 dataset; level of theory: wB97M-V/def2-TZVPD.

Computed properties:
M (g mol⁻¹): 813.36
LUMO energy (eV): 1.799

```
! wB97M-V def2-TZVPD RIJCOSX def2/J DEFGRID3
* xyz -1 1
Cs 0.117 1.526 0.027
C -0.517 -2.694 -3.550
N 0.892 -2.370 -3.392
C 1.824 -3.163 -4.154
C 1.237 -1.338 -2.577
O 0.420 -0.707 -1.947
C 2.726 -0.999 -2.462
O 2.838 0.145 -1.662
C 4.164 0.529 -1.454
C 4.157 1.767 -0.557
O 3.115 2.242 -0.171
N 5.371 2.292 -0.219
C 6.631 1.650 -0.513
C 5.409 3.342 0.784
H -0.728 -3.694 -3.162
H -0.789 -2.660 -4.609
H -1.112 -1.970 -2.999
H 1.572 -4.221 -4.050
H 2.844 -3.035 -3.802
H 1.790 -2.912 -5.220
H 3.156 -0.823 -3.458
H 3.265 -1.845 -2.011
H 4.666 0.760 -2.406
H 4.736 -0.275 -0.968
H 6.576 1.063 -1.426
H 6.960 0.999 0.305
H 7.395 2.415 -0.662
H 4.401 3.708 0.952
H 6.050 4.158 0.443
H 5.799 2.958 1.731
Se -3.265 -0.175 -0.860
P -2.738 -1.917 0.281
Se -0.919 -1.938 1.417
C -4.144 -2.372 1.388
C -3.920 -3.111 2.545
C -4.984 -3.499 3.348
C -6.282 -3.149 3.005
C -6.510 -2.404 1.855
C -5.447 -2.016 1.053
C -2.776 -3.385 -0.841
C -1.978 -4.494 -0.585
C -2.036 -5.608 -1.413
C -2.893 -5.624 -2.504
C -3.692 -4.518 -2.765
C -3.632 -3.405 -1.939
H -2.901 -3.357 2.818
H -4.793 -4.068 4.250
H -7.111 -3.446 3.636
H -7.519 -2.114 1.587
H -5.615 -1.411 0.170
H -1.297 -4.462 0.258
H -1.406 -6.465 -1.202
H -2.936 -6.494 -3.150
H -4.361 -4.516 -3.618
H -4.230 -2.526 -2.148
C 1.711 5.373 4.054
O 2.326 4.138 3.705
C 1.554 3.052 3.407
O 2.088 2.050 3.013
N 0.213 3.219 3.663
N -0.650 2.289 3.045
H 2.527 6.071 4.230
H 1.118 5.280 4.966
H 1.087 5.753 3.241
H -0.121 4.164 3.519
H -1.151 2.864 2.352
H -1.299 1.927 3.732
C -1.118 6.918 0.497
O -1.198 5.899 1.485
C -0.851 4.573 1.067
O -0.513 4.481 -0.107
H -1.404 7.850 0.984
H -1.793 6.719 -0.339
H -0.109 7.007 0.087
*
```